The following is a DFT calculation (wB97M-V/def2-TZVPD) of C6H8Br2 in the gas phase at a distorted geometry.

Each line ends with the natural charge from an NBO analysis.
Cartesian coordinates (Å):
1 C -0.18030 -0.01882 0.02306  0.0559
2 C 1.10977 -0.12216 0.80690  -0.4459
3 C -0.73726 -0.17326 -1.15320  -0.0019
4 C -1.67972 0.17471 -0.09365  -0.1270
5 C 1.57694 0.53240 2.18426  -0.5921
6 C -0.68025 -0.48243 -2.50586  -0.6827
7 Br -2.42294 2.04459 0.08658  -0.0327
8 Br -3.01671 -1.22183 0.44204  -0.0309
9 H 1.85270 0.13483 0.05100  0.2227
10 H 1.15698 -1.13307 1.04167  0.2302
11 H 0.78767 0.98682 2.76627  0.2235
12 H 2.00707 -0.32283 2.77032  0.2119
13 H 2.35227 1.24592 1.94521  0.2133
14 H 0.22316 0.11988 -2.79884  0.2514
15 H -1.66076 -0.17332 -3.01571  0.2466
16 H -0.68864 -1.59144 -2.55004  0.2578

- Total energy: -146433.7007 eV
- SMILES: CCC1=C(C)C1(Br)Br
- Frontier orbital gap: 9.828 eV
- Spin multiplicity: 1
- LUMO: 0.5 eV
- HOMO level: -9.35 eV
- Energy relative to the best compared isomer or geometry (same formula, charge and spin): 0.491 eV